# 1
DFT (wB97M-V/def2-TZVPD) results for a 2-piece molecular cluster, C2H8N2OSi overall.

maximum force	3.63	eV Å⁻¹
HOMO-LUMO gap (spin up / spin down)	7.12 / 6.69	eV
energy relative to the best compared isomer or geometry (same formula, charge and spin)	3.775	eV
charge	0

```
14
Properties=species:S:1:pos:R:3:lowdin_charge:R:1
C 2.335 -0.293 -1.745 -0.23
C 2.053 0.522 -0.732 -0.14
N -2.261 0.580 -0.117 -0.04
N -0.918 -1.377 1.150 -0.03
O -0.566 1.334 1.909 -0.10
Si -0.842 0.278 0.826 0.35
H 3.308 -0.195 -2.365 0.06
H 1.695 -0.973 -2.160 -0.04
H 2.835 1.132 -0.259 -0.03
H -2.498 -0.222 -0.632 -0.01
H -2.800 1.377 -0.488 0.06
H -1.529 -1.864 0.545 0.01
H -0.109 -1.936 1.250 0.03
H -0.701 1.637 2.818 0.10
```

# 2
DFT (wB97M-V/def2-TZVPD) results for C30H45NO3P2RuS as an isolated structure.

<S²>	6.153
maximum force	4.34	eV Å⁻¹
multiplicity	5
HOMO-LUMO gap (spin up / spin down)	5.50 / 6.55	eV
energy relative to the best compared isomer or geometry (same formula, charge and spin)	2.949	eV
charge	+2

```
83
Properties=species:S:1:pos:R:3:lowdin_charge:R:1
Ru 0.906 -0.941 0.694 1.22
C -1.390 -0.997 2.430 -0.15
C -0.945 -1.944 1.409 -0.30
C 0.714 -1.731 3.051 -0.22
C -0.388 -0.903 3.404 -0.21
C 0.309 -2.562 1.959 -0.35
C -2.766 -0.513 2.619 0.02
H -3.439 -0.724 1.788 0.08
H -2.811 0.563 2.820 0.11
H -3.186 -1.009 3.504 0.12
C -0.510 -0.266 4.727 0.00
H -1.261 0.530 4.771 0.10
H 0.453 0.132 5.065 0.09
H -0.805 -1.037 5.450 0.12
C 1.814 -2.097 3.978 0.00
H 1.505 -2.866 4.708 0.13
H 2.141 -1.223 4.561 0.09
H 2.650 -2.470 3.377 0.10
C 0.805 -3.949 1.716 -0.01
H 0.871 -4.582 2.618 0.11
H 1.809 -3.869 1.279 0.10
H 0.146 -4.487 1.024 0.09
C -1.902 -2.710 0.550 -0.06
H -2.268 -3.603 1.088 0.11
H -1.423 -3.059 -0.381 0.09
H -2.781 -2.090 0.313 0.07
C -2.649 2.241 -0.821 -0.07
C -3.369 1.110 -0.926 -0.09
C -3.810 0.133 -1.999 -0.14
C -2.750 -0.920 -2.409 -0.22
C -1.507 -0.493 -1.836 -0.18
C -0.651 0.689 -2.001 -0.47
C -0.303 2.032 -1.343 -0.22
C -1.452 2.960 -1.381 -0.20
H -4.303 0.582 -2.865 0.12
H -2.685 -1.278 -3.448 0.10
H -4.607 -0.484 -1.603 0.11
H -1.652 3.509 -2.320 0.11
H -3.219 3.071 -0.330 0.13
H -4.034 1.034 -0.046 0.11
H -1.168 3.786 -0.701 0.13
H -0.088 1.864 -0.294 0.06
H 0.206 0.194 -1.283 0.05
H 0.647 2.438 -1.689 0.14
H -3.053 -1.860 -1.911 0.12
H -1.004 -1.268 -1.252 0.05
P -0.753 0.889 -3.776 0.96
C -0.880 2.537 -4.609 -0.17
C -1.925 0.272 -5.107 -0.15
P 1.450 -0.985 -2.990 0.92
C 0.855 0.353 -4.215 -0.47
C 0.755 -2.302 -4.139 -0.28
C 3.034 -1.002 -3.950 -0.30
H -0.045 3.207 -4.388 0.07
H -1.849 3.011 -4.383 0.07
H -0.850 2.318 -5.690 0.06
H -1.542 0.695 -6.057 0.07
H -2.923 0.692 -4.908 0.07
H -2.014 -0.797 -5.289 0.06
H 2.829 -0.692 -4.987 0.05
H 3.493 -1.996 -3.950 0.05
H 3.740 -0.304 -3.499 0.04
H 1.534 1.212 -4.140 0.09
H 0.786 -0.010 -5.247 0.07
H 1.412 -3.179 -4.072 0.05
H 0.752 -1.952 -5.182 0.05
H -0.256 -2.623 -3.874 0.03
O 3.851 -0.721 1.761 0.06
C 3.238 0.314 2.021 -0.46
N 2.030 0.589 1.294 -0.25
S 1.132 1.907 1.941 0.68
O -0.186 1.443 2.337 -0.31
O 1.185 3.163 1.224 -0.27
C 2.263 2.022 3.328 -0.23
C 2.119 2.953 4.369 -0.02
C 3.181 3.061 5.285 -0.03
C 4.297 2.230 5.143 -0.04
C 4.422 1.277 4.122 0.03
C 3.388 1.235 3.165 -0.15
H 1.204 3.557 4.444 0.13
H 3.124 3.812 6.085 0.13
H 5.101 2.292 5.869 0.12
H 5.250 0.589 4.003 0.13
```

# 3
DFT (wB97M-V/def2-TZVPD) results for a 3-piece molecular cluster, C3H13NO2 overall.

maximum force	1.21	eV Å⁻¹
HOMO-LUMO gap	10.96	eV
energy relative to the best compared isomer or geometry (same formula, charge and spin)	0.305	eV
charge	0

```
19
Properties=species:S:1:pos:R:3:lowdin_charge:R:1
C -1.832 1.377 -0.817 -0.08
C -0.606 0.508 -0.436 -0.50
C -0.945 -0.966 -0.536 -0.07
N 0.580 0.899 -1.245 0.01
H -2.743 0.975 -0.372 0.07
H -1.670 2.389 -0.436 0.07
H -1.925 1.433 -1.908 0.08
H -0.412 0.805 0.592 0.13
H -0.130 -1.592 -0.168 0.07
H -1.862 -1.105 0.009 0.07
H -1.076 -1.231 -1.584 0.08
H 0.428 1.867 -1.508 0.07
H 0.467 0.430 -2.138 0.08
H 0.916 -1.692 3.541 0.03
H 2.157 -0.931 3.123 0.02
O 1.670 -1.221 3.905 -0.07
H 2.754 -1.260 -0.280 0.03
H 1.910 0.024 -0.121 -0.01
O 2.320 -0.711 0.379 -0.09
```